C15H29Cl5N7O4P2RhS | ωB97M-V with the def2-TZVPD basis set

The geometry in XYZ format:
```
64
Properties=species:S:1:pos:R:3:forces:R:3:mulliken_charge:R:1
Rh 0.190488 0.049775 -0.138029 0.71 1.02 -0.71 0.614
Cl -2.174513 3.554250 -2.673711 0.02 0.28 0.14 -0.164
Cl -4.104157 -0.306135 -5.915257 -0.14 -0.08 -0.18 -0.153
Cl -4.094119 2.657558 -4.973824 0.06 0.01 0.04 -0.138
Cl -0.516282 -1.448158 -2.055318 0.25 -1.07 0.47 -0.160
Cl -2.288064 -2.393461 -4.475135 0.07 -0.08 0.09 -0.164
S 1.686375 1.953083 0.321184 -1.33 -0.40 0.20 -0.252
P -2.503208 0.024144 1.805018 -1.04 0.33 1.37 -0.533
P -0.075280 -1.209429 2.961346 -0.58 -0.91 1.28 -0.143
O -1.914336 -0.273837 0.464454 1.61 0.60 -0.88 -0.193
O 0.775671 -0.559935 1.915468 0.21 0.16 -1.44 -0.383
O -1.573129 -0.595607 2.991438 0.28 0.15 -0.31 0.476
O -0.576360 1.396797 -1.581341 1.60 -0.64 1.93 -0.574
N 2.288261 -0.790414 -0.668006 -1.46 0.59 0.23 -0.380
N -0.268682 -2.830664 2.758109 -0.10 0.64 -0.40 0.354
N 4.295104 2.033633 0.219354 -0.09 0.01 -0.06 -0.415
N 0.528657 -0.937013 4.451881 0.03 0.11 -0.71 0.239
N 3.376389 0.055835 -0.467367 0.34 0.10 0.09 -0.361
N -3.920648 -0.736028 2.039450 0.49 0.17 -0.25 0.527
N -2.637631 1.636186 2.108656 0.29 -0.68 -0.27 0.371
C -3.070920 1.519403 -4.212512 0.01 -0.23 -0.11 -0.062
C -2.231527 1.926815 -3.181730 0.40 -0.37 0.30 0.422
C 3.214794 1.298324 0.006617 -0.07 -0.20 0.03 0.964
C 0.077416 -1.715845 5.601464 -0.01 -0.09 0.08 -0.961
C -1.577760 -3.472724 2.889633 -0.04 -0.02 0.01 -0.959
C -3.092162 0.182727 -4.637681 0.28 0.03 0.34 0.564
C -3.295393 2.039430 3.350937 -0.15 -0.01 0.08 -0.854
C -4.840941 -0.875399 0.906981 -0.11 0.06 -0.06 -1.009
C 0.652947 -3.492655 1.833312 0.03 -0.01 0.15 -0.931
C -4.412558 -1.245318 3.314151 0.01 -0.11 0.05 -1.044
C -1.474357 -0.329826 -2.951141 -0.13 1.28 0.25 1.130
C -2.279692 -0.752128 -3.989223 -0.39 0.13 -0.35 -0.285
C -1.385592 1.006968 -2.519105 -1.11 -0.97 -1.30 -0.701
C -1.548870 2.525188 1.710685 0.07 0.10 -0.04 -0.590
C 1.028788 0.399786 4.774687 0.02 0.08 0.06 -0.909
H -5.324851 -0.723415 3.611127 0.03 0.03 -0.03 0.402
H 4.302977 -0.321454 -0.608476 -0.01 -0.11 -0.06 0.227
H -1.943082 3.533739 1.590170 0.00 0.00 0.02 0.446
H -4.145258 1.390663 3.552389 -0.01 0.06 0.00 0.269
H 0.694644 -4.551554 2.083292 0.05 0.00 -0.03 0.344
H 1.912823 0.307802 5.406238 -0.01 0.00 -0.02 0.365
H -0.781134 -1.248210 6.092741 0.01 0.01 -0.04 0.289
H 1.650961 -3.073385 1.956151 0.04 -0.10 -0.02 0.327
H 2.307183 -1.566454 -0.008664 0.06 0.01 0.12 0.272
H 2.301023 -1.153689 -1.618003 -0.11 0.08 -0.11 0.373
H -3.664002 -1.115906 4.091662 -0.05 -0.01 0.03 0.261
H -2.154364 -2.986268 3.672538 -0.01 -0.07 0.00 0.252
H 0.281853 0.987742 5.316267 -0.02 -0.03 -0.04 0.314
H -4.447528 -0.347690 0.040584 -0.06 -0.03 -0.04 0.316
H -2.611180 2.004695 4.205436 0.01 0.01 -0.04 0.252
H 0.333145 -3.394515 0.787856 -0.04 -0.03 0.04 0.209
H -2.148288 -3.436314 1.955735 0.02 0.01 0.01 0.331
H -0.186990 -2.723064 5.289049 0.02 -0.01 0.04 0.272
H -1.144431 2.217764 0.749312 -0.11 0.08 -0.07 0.077
H -3.663050 3.058348 3.238820 -0.01 -0.02 -0.01 0.364
H -4.970917 -1.928919 0.651532 0.05 0.02 0.01 0.322
H 1.306446 0.921664 3.860706 0.02 0.03 0.04 0.185
H 0.891632 -1.781076 6.322755 0.00 -0.02 -0.02 0.378
H -1.428057 -4.515526 3.167292 -0.01 0.01 0.02 0.479
H 4.184740 2.987645 0.527078 0.06 0.00 0.03 0.225
H -0.744790 2.551435 2.457517 -0.05 -0.01 0.01 0.248
H -5.817491 -0.460127 1.160262 0.05 0.06 0.01 0.319
H -4.648622 -2.307819 3.219836 0.02 0.01 0.02 0.328
H 5.223359 1.726429 -0.027205 0.02 0.02 -0.02 0.210
```
Positions in Å, forces in eV/Å.

2S+1: 1
Strongest force on any atom, eV/A: 2.6
Frontier orbital gap (alpha / beta), eV: 4.424 / 4.540
Relative energy (zero: lowest compared OMol25 entry of this formula, charge and spin), kJ/mol: 111.75
Total charge: +2